14 unconnected molecules or ions with the total composition C87H133N9O37P5. Source: the OMol25 dataset; level of theory: ωB97M-V/def2-TZVPD.

Output
Total charge = -1
Kohn-Sham gap = 4.705 eV
Calculated total energy = -8378.138879 a.u.
HOMO energy = -4.209 eV
LUMO = 0.5 eV

Positions of all 271 atoms, in Å:
C 21.13308 19.96666 20.66075
C 21.08982 18.43334 20.81993
C 21.44819 17.72490 19.51759
C 21.56783 16.21511 19.69083
C 22.74144 15.93750 20.64154
C 22.46058 16.60905 22.01704
N 22.17706 18.00703 21.74206
O 22.00900 18.69441 23.01337
C 23.76926 16.64344 22.72567
C 21.51137 15.87361 22.90722
C 19.67641 18.03719 21.26670
H 22.08412 20.31771 20.27076
H 21.02451 20.30625 21.67290
H 20.30897 20.33710 20.00867
H 22.47013 18.09170 19.22477
H 20.79554 18.11821 18.74931
H 21.84697 15.75340 18.73958
H 20.64427 15.73504 20.05468
H 23.67079 16.35415 20.29848
H 23.00201 14.93277 20.71420
H 24.45475 17.18946 22.14931
H 24.20113 15.64984 22.92400
H 23.69933 17.10472 23.70832
H 20.48238 15.76633 22.51375
H 21.43418 16.34742 23.89031
H 22.00071 14.90902 23.02241
H 19.56274 16.97339 21.45116
H 18.98357 18.17157 20.44996
H 19.38453 18.62583 22.15504
C 28.06448 20.87988 26.81799
C 27.27425 19.73006 26.33423
O 27.82630 18.49183 26.80368
P 28.29635 17.30293 25.90781
O 29.30970 16.36350 26.43920
O 26.97061 16.59714 25.48164
C 26.62526 15.31289 26.12132
C 25.20642 15.42667 26.36802
O 28.77871 18.00723 24.57954
C 30.15636 18.12700 24.26323
C 30.33756 19.00344 23.07707
H 27.50978 21.85143 26.69784
H 28.14615 20.69049 27.89123
H 29.05180 21.01054 26.43764
H 26.24522 19.87229 26.63390
H 27.25032 19.69800 25.28698
H 26.83027 14.56808 25.37430
H 27.21306 15.17331 27.01689
H 24.85137 14.49838 26.83285
H 24.89825 16.17700 27.08192
H 24.63177 15.47954 25.46697
H 30.66042 18.55984 25.13256
H 30.57267 17.13924 24.08245
H 31.35145 19.37631 22.91725
H 30.09176 18.37218 22.20947
H 29.51814 19.70446 23.01675
C 28.07866 15.76005 21.50841
C 26.61350 15.43722 21.60187
O 26.37962 13.96731 21.54013
P 26.49168 13.15252 20.21255
O 27.40967 13.62457 19.17815
O 26.80032 11.73012 20.74156
C 26.02870 11.10291 21.85954
C 26.55030 9.72454 22.10588
O 25.01216 13.11810 19.65929
C 24.84132 12.92764 18.24376
C 23.42908 13.20596 17.91756
H 28.63244 15.29254 22.35115
H 28.54044 15.48960 20.55729
H 28.16282 16.85804 21.65165
H 26.16096 15.77554 22.53555
H 26.15086 15.88026 20.70678
H 26.14109 11.75540 22.72728
H 24.98327 11.08553 21.56575
H 25.96861 9.27854 22.95069
H 26.49865 9.05802 21.24814
H 27.59786 9.80478 22.33447
H 25.47119 13.65831 17.73105
H 25.12478 11.89783 17.91842
H 23.29605 13.07644 16.84222
H 22.77061 12.60778 18.53409
H 23.20045 14.24695 18.16838
C 14.01550 12.52087 22.07923
C 14.80818 13.61101 21.44919
O 14.79285 14.90798 22.10523
P 13.69334 15.97827 21.64786
O 13.37176 15.81465 20.24287
O 12.42156 15.92806 22.53308
C 12.51434 16.14013 23.95256
C 11.12479 16.25319 24.59979
O 14.34099 17.32693 22.16371
C 15.58064 17.72782 21.54490
C 15.39084 18.90223 20.66141
H 12.93685 12.61800 21.99325
H 14.33269 11.61568 21.49409
H 14.25294 12.35934 23.15589
H 15.84544 13.27536 21.33800
H 14.42393 13.75178 20.43330
H 12.96110 15.25903 24.42367
H 13.15868 16.98800 24.17453
H 11.17388 16.36510 25.69613
H 10.63678 17.14345 24.24486
H 10.61644 15.25231 24.43181
H 16.22814 18.01130 22.41005
H 15.99442 16.84443 21.07906
H 16.23196 19.03564 19.97635
H 14.48751 18.81882 20.02991
H 15.21400 19.79375 21.27530
C 22.16185 14.48525 28.36504
C 21.54338 14.35638 27.03202
O 20.71748 15.53724 26.78417
P 19.17410 15.66092 27.02185
O 18.70539 14.98454 28.22051
O 19.14418 17.25004 26.98502
C 17.95606 18.06794 27.20370
C 18.12683 19.00936 28.32556
O 18.28933 15.24152 25.76632
C 18.54952 15.89383 24.52249
C 17.83521 15.11078 23.46812
H 22.80169 13.62711 28.63995
H 22.72487 15.42246 28.50697
H 21.39377 14.66962 29.18168
H 22.32471 14.26885 26.24830
H 20.97765 13.40396 26.99712
H 17.80864 18.63287 26.26623
H 17.03113 17.47524 27.36732
H 18.99021 19.64640 28.24405
H 17.21932 19.65196 28.31822
H 18.14541 18.55720 29.31666
H 18.11457 16.92629 24.57281
H 19.58782 15.94678 24.28392
H 18.22646 14.10802 23.28825
H 16.77742 15.15270 23.68248
H 17.95381 15.63490 22.50431
C 24.76573 15.71788 11.31613
C 23.60301 15.19341 12.22121
O 23.25893 16.16346 13.28851
P 22.64204 17.57326 12.93833
O 21.88960 17.56182 11.66007
O 21.82104 17.99845 14.21450
C 20.42495 17.47553 14.39517
C 20.30714 16.38202 15.33163
O 23.83870 18.65312 13.04491
C 24.00084 19.54163 11.94381
C 23.00333 20.58004 11.94985
H 24.48694 16.61995 10.76335
H 25.57493 16.03872 11.96328
H 25.06040 14.84573 10.68577
H 22.71707 15.02177 11.64450
H 23.89969 14.30701 12.79681
H 19.75699 18.35088 14.51540
H 20.12580 17.19746 13.29357
H 20.69376 15.43283 15.06512
H 20.78111 16.60984 16.28648
H 19.22851 16.29187 15.60765
H 25.00938 19.92885 12.17550
H 24.04784 18.96506 11.03020
H 23.21827 21.42065 11.21692
H 21.99725 20.16312 11.81692
H 23.05294 21.07336 12.92095
C 24.31295 20.80152 22.30513
C 23.81562 22.04547 21.85023
C 24.71635 23.08481 21.62659
C 26.10337 22.75562 21.66598
C 26.57876 21.52165 22.03792
C 25.67939 20.55221 22.35867
N 26.99329 23.93373 21.34575
O 26.53302 25.00867 21.59884
O 28.10895 23.64827 21.02107
H 23.68046 20.00436 22.48201
H 22.74771 22.15199 21.79950
H 24.33347 24.06310 21.33774
H 27.65230 21.37056 22.04518
H 25.96899 19.60140 22.76104
C 25.02652 17.27617 18.35572
C 25.34207 18.34060 19.20623
C 26.67153 18.56137 19.49360
C 27.64581 17.86722 18.80857
C 27.36324 16.82105 17.92809
C 26.03162 16.57032 17.67482
N 29.01574 18.11153 19.17592
O 29.85508 17.25073 18.98797
O 29.33000 19.19023 19.66886
H 24.02094 16.95018 18.19689
H 24.51121 18.84948 19.67795
H 26.91042 19.43743 20.07345
H 28.17842 16.24755 17.53092
H 25.80331 15.69730 17.08092
C 22.85255 19.23162 25.78405
C 23.80134 20.10138 26.35996
C 23.87336 20.19698 27.79963
C 22.99687 19.44340 28.53674
C 22.01596 18.63290 28.03243
C 22.03340 18.48155 26.64364
N 23.19079 19.46242 29.99953
O 22.81417 18.52088 30.62545
O 23.70684 20.46334 30.45600
H 22.72626 19.07466 24.73129
H 24.40187 20.77636 25.73192
H 24.59567 20.84881 28.32986
H 21.38237 18.04130 28.68697
H 21.39314 17.71867 26.29785
C 16.28796 22.98983 19.48434
C 17.64629 22.79672 19.41606
C 18.12856 21.74196 18.65062
C 17.23235 21.04284 17.85567
C 15.86601 21.30341 17.86748
C 15.42229 22.27804 18.65724
N 17.71884 19.94548 17.05067
O 18.94292 19.81130 17.01690
O 16.89220 19.26661 16.41361
H 15.81960 23.60882 20.22858
H 18.36489 23.42680 19.98462
H 19.15428 21.41082 18.63436
H 15.26982 20.68860 17.19203
H 14.36162 22.49754 18.73734
C 20.65675 21.65640 25.48374
C 20.36743 20.85516 24.34303
C 19.07047 20.81081 23.95160
C 18.04826 21.54157 24.60840
C 18.37678 22.23086 25.75592
C 19.68670 22.30682 26.15618
N 16.64079 21.48154 24.12679
O 15.71897 21.61186 24.94379
O 16.47825 21.21541 22.95912
H 21.68260 21.62796 25.87387
H 21.08761 20.27386 23.81044
H 18.74458 20.20046 23.08292
H 17.62925 22.79222 26.35348
H 19.99796 22.91065 27.00158
C 22.92439 12.17960 23.00388
C 22.07371 11.79054 24.03356
C 20.72524 11.56524 23.72256
C 20.30217 11.75112 22.38924
C 21.16156 12.11796 21.35882
C 22.51939 12.28230 21.69989
N 18.85905 11.62823 22.08551
O 18.42207 12.22542 21.10247
O 18.31251 10.77918 22.73601
H 23.96545 12.41866 23.16608
H 22.44292 11.74315 25.01624
H 19.98000 11.23496 24.48848
H 20.80039 12.11632 20.28585
H 23.23363 12.49516 20.95269
C 16.21994 16.27028 18.28793
C 17.60939 16.46581 18.35569
C 18.48406 15.40418 18.40231
C 17.96674 14.10365 18.42757
C 16.61839 13.86458 18.42530
C 15.71804 14.98941 18.31688
N 18.84347 12.93228 18.37524
O 18.35570 11.80957 18.28780
O 20.02608 13.22167 18.38309
H 15.55601 17.08364 18.21244
H 18.02370 17.43322 18.25146
H 19.53922 15.51681 18.32853
H 16.29575 12.85088 18.51071
H 14.65942 14.78008 18.19646
C 24.58094 20.57817 16.40195
C 23.23050 20.29187 16.53532
C 22.43863 21.07450 17.34006
C 23.07094 22.15931 17.94819
C 24.41503 22.51472 17.86265
C 25.17397 21.66139 17.09437
N 22.19303 23.07706 18.79085
O 21.04787 22.80436 18.95366
O 22.69137 24.02671 19.33834
H 25.21365 19.93480 15.83538
H 22.80634 19.44831 16.04599
H 21.39086 20.88145 17.50741
H 24.80948 23.39494 18.38553
H 26.23892 21.78834 17.06361

Atoms 1-2, force components in eV/Å:
C -0.440 -0.873 -0.322
C 0.759 -1.056 0.064

Löwdin population analysis, charges in e, atoms 1 to 2: atom 1 (C): -0.0116, atom 2 (C): -0.4855